The following is a DFT calculation (the ωB97M-V functional and the def2-TZVPD basis) of a structure of composition C46H51BrN10O5PRbS.

Last column: Mulliken charge in e.
Atoms and positions in Å:
C -0.749 -3.118 -4.631  -0.46
H 4.211 3.010 2.281  0.50
N 2.946 2.009 0.859  -0.12
H -5.007 -0.941 4.858  0.34
C 2.493 -1.367 -0.300  0.63
H -2.038 4.928 -2.481  0.56
H 1.037 -3.754 0.655  0.91
C 0.219 -5.231 -4.051  -1.12
C -3.318 -2.173 4.293  -0.94
C -0.474 -4.910 -0.334  -1.14
O -0.535 6.093 -1.231  -0.78
C 1.980 -3.619 4.120  -1.05
N -1.430 5.012 1.622  -0.10
C -0.992 3.162 -3.086  -0.81
N 1.957 1.033 -2.888  -0.69
C 4.015 -3.603 -2.625  -1.26
H -1.833 -0.841 -2.445  -1.28
C -1.790 -4.972 -0.766  -0.72
C -1.773 -1.117 2.731  0.51
H 4.521 -2.826 -3.207  0.30
H -1.448 -2.519 -5.202  0.39
C -3.729 0.072 3.510  -0.87
C -1.016 6.093 3.736  -0.52
H -1.578 -3.101 3.487  0.24
H -0.092 1.341 -2.950  -0.30
C -0.871 -2.765 0.700  0.32
H 0.350 -4.017 2.794  0.44
C 1.701 -0.965 3.334  0.12
N 1.866 -2.530 -2.129  1.30
H 2.469 3.825 3.699  0.35
H 4.732 -2.049 1.060  0.47
C 1.420 -1.522 -1.266  -1.23
H -1.434 0.520 -4.504  0.38
H 0.208 -5.721 -0.557  0.28
N 3.746 0.317 -4.440  -0.88
H 0.272 -6.310 -4.154  0.32
C 2.829 -2.645 4.649  -0.79
C -2.244 3.853 -2.564  -1.21
C -2.186 -2.822 0.230  -1.24
H 2.521 -0.641 0.499  0.53
H -3.661 -3.902 -0.882  0.42
C -1.937 0.953 -3.618  -1.35
C 4.733 -2.548 0.097  -2.01
C 0.788 2.785 2.927  0.39
C -4.501 1.762 -1.850  -0.92
C 2.675 -1.322 4.262  -0.63
H 0.106 -1.391 -3.675  0.31
C -2.607 -0.183 -2.848  1.03
H 3.495 -4.277 -3.295  0.49
H 1.118 7.170 1.351  0.45
C 2.156 3.401 2.738  -0.29
H -0.114 3.578 -2.582  0.23
H 3.329 1.610 2.892  0.07
C -0.006 -3.805 0.368  -0.55
N 3.053 -3.074 -1.654  0.05
Br -3.164 4.253 3.585  -0.19
C 2.816 0.620 -3.565  0.66
C -2.542 0.054 2.753  0.22
C -0.013 5.395 -0.338  -0.09
C 1.030 -3.221 -3.034  0.16
H 3.330 -0.554 4.660  0.47
C -1.684 5.226 2.892  0.22
N -1.021 1.719 -2.821  1.03
H -3.081 3.748 -3.266  0.50
H 5.582 -2.192 -0.488  0.32
C 0.315 6.635 1.823  -0.71
H -1.400 -5.001 -5.448  0.41
C 3.436 -2.286 -0.596  -0.30
C 0.120 -2.468 -3.765  -0.25
H -2.866 -2.007 0.445  0.53
Rb 0.085 1.834 -0.247  0.48
C -0.395 5.692 1.093  0.75
C 1.073 -4.599 -3.159  0.07
H -4.692 3.869 -1.405  0.37
O 0.829 4.452 -0.469  -0.66
P -0.350 -1.253 1.584  2.12
N -2.641 3.292 -1.275  0.54
N -2.162 1.163 2.021  1.27
C 3.243 2.479 2.227  -0.79
C 0.868 -1.933 2.777  0.92
C -4.103 -1.018 4.266  -0.68
H -5.561 1.602 -1.658  0.58
H 3.602 -2.920 5.355  0.36
H 0.570 7.522 3.765  0.38
C -4.042 3.016 -1.096  -0.82
H 1.591 0.071 3.030  -0.53
H -2.711 1.606 -4.035  0.43
H -2.723 1.978 2.217  -0.28
H 3.793 1.727 0.372  0.24
S -3.572 0.285 -1.383  -0.07
O -0.021 3.363 3.665  -0.76
O 0.543 1.692 2.312  -0.20
C 1.000 -3.259 3.202  -0.48
C 4.583 -0.689 -4.408  0.62
H 2.630 2.833 0.348  0.09
H -4.200 2.878 -0.019  0.30
H -3.593 -3.016 4.914  0.41
H 2.084 -4.658 4.416  0.40
C -0.711 -4.502 -4.783  -0.68
H 2.041 4.250 2.060  -0.06
H -3.195 -0.777 -3.548  0.58
H 4.740 -4.195 -2.065  0.43
H -1.163 1.408 2.174  -0.57
H -0.859 3.397 -4.155  0.40
H -2.147 -5.820 -1.336  0.37
O 0.321 -0.994 -1.341  0.71
N 5.380 -1.539 -4.544  -0.80
H -1.291 6.162 4.774  0.44
C 0.000 6.826 3.158  -0.38
H -4.318 0.981 3.521  0.44
H 4.866 -3.616 0.261  0.37
H -4.435 1.931 -2.920  0.37
H -2.322 3.870 -0.503  -0.35
C -2.644 -3.900 -0.507  -0.72
C -2.183 -2.198 3.515  -0.23
H 1.757 -5.164 -2.541  0.63

Its HOMO-LUMO gap is 6.897 eV. The energy above the lowest of the compared OMol25 structures with the same formula, charge and spin is 0.035 eV. Its total charge is -2. For the largest force on an atom, the calculation gives 1.23 eV/A. The highest occupied orbital energy comes out at -0.1179 Ha. For the calculated total energy, the calculation gives -164494.701 eV. The LUMO energy is 3.688 eV.



The following is a DFT calculation (the ωB97M-V functional and the def2-TZVPD basis) of a cluster of 2 separate species, C2H3NP2 in total.

Last column: Mulliken charge in e.
Atoms and positions in Å:
H -1.234 -2.290 0.167  0.30
H 3.522 0.231 -0.481  0.04
C 0.825 0.264 0.370  0.23
C -0.889 -1.167 0.306  -0.10
P -0.409 1.574 0.276  -0.06
H -0.258 2.240 -0.896  0.08
N 0.434 -0.916 0.482  -0.42
P -1.990 0.064 -0.224  -0.06

Its HOMO-LUMO gap (spin up / spin down) is 7.999 / 8.061 eV. The energy above the lowest of the compared OMol25 structures with the same formula, charge and spin is 5.164 eV. Its total charge is 0. For the largest force on an atom, the calculation gives 3.75 eV/A. The highest occupied orbital energy (spin up / spin down) comes out at -0.3385 / -0.3254 Ha. For the calculated total energy, the calculation gives -22183.699 eV. The LUMO energy (spin up / spin down) is -1.213 / -0.794 eV.



The following is a DFT calculation (the ωB97M-V functional and the def2-TZVPD basis) of a cluster of 2 separate species, C3H9O2PS in total.

Last column: Mulliken charge in e.
Atoms and positions in Å:
O -0.408 -0.843 1.200  -0.74
H -1.771 -0.667 -1.770  0.23
S 2.491 0.526 -0.712  0.23
H 2.290 -1.543 0.645  0.29
H -3.108 0.077 -0.784  0.32
H 3.750 -0.634 0.654  0.35
O 0.235 0.090 -1.157  -0.69
P -0.787 0.000 0.056  1.10
C -2.307 -0.637 -0.791  -0.90
C 3.058 -0.972 -0.008  -0.74
H -1.591 2.532 0.223  0.31
H -1.717 1.594 1.673  0.30
H -0.016 1.982 1.178  0.23
H 3.497 -1.575 -0.721  0.32
H -2.611 -1.644 -0.482  0.29
C -1.003 1.713 0.797  -0.89

Its HOMO-LUMO gap (spin up / spin down) is 6.623 / 6.621 eV. The energy above the lowest of the compared OMol25 structures with the same formula, charge and spin is 2.585 eV. Its total charge is 0. For the largest force on an atom, the calculation gives 3.89 eV/A. The highest occupied orbital energy (spin up / spin down) comes out at -0.3447 / -0.3447 Ha. For the calculated total energy, the calculation gives -27474.344 eV. The LUMO energy (spin up / spin down) is -2.757 / -2.759 eV.



The following is a DFT calculation (the ωB97M-V functional and the def2-TZVPD basis) of a structure of composition C16H36InLiO24P.

Last column: Mulliken charge in e.
Atoms and positions in Å:
O 1.042 -1.314 2.212  -0.94
H -3.444 1.588 -1.278  0.28
H -1.957 -1.764 -0.530  0.11
H 0.657 -4.967 4.078  0.29
H 5.574 -0.806 -1.756  0.59
H -6.205 0.300 3.253  0.23
C 3.498 2.331 -0.342  -0.26
C 4.210 0.823 -2.324  0.65
H 1.400 -4.575 0.676  0.15
O -4.303 0.748 3.674  -0.46
H 1.517 -2.884 -5.407  0.26
H -2.070 1.285 0.006  -0.02
H 4.060 -1.334 -2.885  0.14
O -2.353 4.315 -3.566  -0.75
H -4.174 -2.240 -2.126  0.25
O 2.547 2.713 -2.506  -0.51
C -2.753 -2.396 -0.924  -0.46
C 1.329 -0.974 0.042  -0.61
H 0.761 -1.157 4.181  0.47
O 4.228 1.906 1.695  -0.75
C 0.970 -0.256 -1.260  0.66
H -0.463 1.165 4.178  0.20
O 0.108 1.936 4.195  -0.35
H 2.371 -2.274 -4.316  0.33
H -2.916 0.846 -2.487  0.35
H 1.148 1.698 5.967  0.24
H 0.618 3.365 5.475  0.23
O -2.838 3.605 -0.817  -0.54
H -5.914 2.018 3.159  0.25
C 4.233 1.509 0.475  0.51
O -0.612 5.923 -4.327  -0.55
H -1.909 -1.022 -3.187  0.14
H -1.114 -0.904 5.406  0.49
H 0.985 -2.597 -0.582  0.03
O 0.586 -4.049 4.339  -0.72
C -5.491 1.046 2.905  -0.64
H -2.854 3.723 0.133  0.26
H 2.191 -1.623 0.097  1.10
C -0.629 0.193 1.128  -0.09
C 1.516 -4.382 -0.390  -0.67
H 3.270 -2.344 -2.080  0.37
O -1.184 -1.063 -3.811  -0.43
O 0.082 3.606 -3.865  -0.12
In 1.132 1.091 -4.586  0.76
O -0.670 1.380 -2.284  -0.66
H -2.102 -0.118 4.571  0.26
C 3.372 2.159 -1.752  0.35
C 4.981 0.014 -1.378  -0.76
H 2.925 3.091 0.169  0.38
C 0.657 -0.652 1.167  -0.19
C -1.102 0.809 -0.045  0.31
C 5.011 0.336 -0.061  0.31
H -5.399 0.892 1.830  0.26
H -0.606 2.152 6.065  0.28
O 1.897 -2.054 -5.118  -0.58
Li -1.102 3.394 -2.241  0.83
H -2.785 4.494 -1.168  0.30
H 1.456 -5.348 -0.892  0.27
O -1.938 -0.421 5.464  -0.74
O 1.569 -0.548 -2.292  0.03
O -3.686 1.313 -2.162  -0.70
O 0.560 -3.416 -0.847  -0.46
H 0.274 -3.599 3.554  0.33
O 3.971 0.534 -3.484  -0.73
H -3.477 -2.500 -0.116  0.34
O -1.362 3.978 -5.959  -0.58
H -1.081 -1.996 -3.998  0.24
H 2.497 -3.961 -0.609  0.23
H -3.596 1.021 3.084  0.30
C 0.346 2.313 5.559  -0.64
H -2.360 -3.352 -1.270  0.25
C -0.283 0.769 -1.256  0.07
O 0.653 -1.404 5.099  -0.69
H 0.781 -2.352 5.109  0.36
P -1.085 4.440 -4.493  0.36
O -3.313 -1.819 -2.080  -0.49
O -1.471 0.256 2.089  -0.60
O 5.794 -0.353 0.674  -0.80
O 3.827 -2.262 -2.854  -0.89

Its HOMO-LUMO gap is 2.160 eV. Its total charge is -3. For the largest force on an atom, the calculation gives 5.58 eV/A. The highest occupied orbital energy comes out at 0.0095 Ha. For the calculated total energy, the calculation gives -80980.361 eV. The LUMO energy is 2.420 eV.